ORCA calculation (ωB97M-V/def2-TZVPD) on C27H37BF5N7O2SSbZr as an isolated structure.

The spin multiplicity is 1. The HOMO energy is -11.57 eV. The calculation puts the LUMO energy at -3.7 eV. Its HOMO-LUMO gap is 7.86 eV. The electronic energy is -2794.39288 Eh. Its total charge is +1. The largest force on an atom is 0.0077 Eh/bohr.

The geometry in XYZ format:
```
82
C27H37BF5N7O2SSbZr, DFT ωB97M-V/def2-TZVPD
Zr 0.06117 -0.41631 0.22966
C -1.11686 -1.97679 4.52915
C 0.38023 -1.82908 4.25266
C 0.85327 -0.39374 4.45969
C 0.81113 -2.44400 2.94457
C 1.20408 -3.78149 2.84786
C 1.68217 -3.93839 1.57162
N 1.57789 -2.77057 0.92296
N 1.01418 -1.83442 1.76253
B 2.36706 -2.45223 -0.38223
N 1.45115 -2.38958 -1.61561
C 1.50253 -3.15059 -2.70844
C 0.64107 -2.62979 -3.64926
C 0.07890 -1.50271 -3.05216
N 0.57335 -1.36071 -1.80602
C -0.87965 -0.55392 -3.70396
C -2.16207 -1.27002 -4.13074
C -0.20428 0.11917 -4.90161
N 3.03777 -1.07835 -0.21482
C 4.33760 -0.78518 -0.20819
C 4.48734 0.52873 0.18755
C 3.19742 0.99344 0.42853
N 2.31624 0.00214 0.17455
C 2.76643 2.33648 0.94732
C 3.93192 3.06246 1.61896
C 1.61833 2.17169 1.93155
H -1.31998 -1.73370 5.57250
H -1.46337 -2.99270 4.34005
H -1.68881 -1.29785 3.90468
H 0.90274 -2.44146 4.99233
H 0.27417 0.31544 3.86966
H 1.91317 -0.28539 4.22328
H 0.72348 -0.12457 5.50851
H 1.18350 -4.51266 3.63704
H 2.13626 -4.78767 1.08927
H 3.18516 -3.30133 -0.55729
H 2.15771 -4.00506 -2.74570
H 0.45533 -3.00225 -4.64118
H -1.14581 0.20512 -2.97393
H -1.94567 -2.03935 -4.87380
H -2.85552 -0.55896 -4.58156
H -2.65789 -1.74467 -3.28487
H 0.05085 -0.61690 -5.66538
H 0.71661 0.62782 -4.61217
H -0.87697 0.84609 -5.35879
H 5.06838 -1.53022 -0.47423
H 5.41110 1.06654 0.30285
H 2.43911 2.94897 0.10099
H 4.31034 2.48574 2.46496
H 3.60286 4.03405 1.98628
H 4.75471 3.23214 0.92530
H 1.90796 1.48802 2.72602
H 0.69934 1.80295 1.45281
H 1.32585 3.12002 2.38336
C 1.28234 3.07252 -2.48267
Sb -0.29256 2.33631 -1.25038
C -1.92767 2.56255 -2.58841
C -0.55671 4.00923 0.03476
H 1.02328 4.05960 -2.86223
H 1.45168 2.39809 -3.31948
H 2.19677 3.13929 -1.89865
H -2.33998 3.56124 -2.46156
H -2.69210 1.82066 -2.36970
H -1.57024 2.43904 -3.60850
H 0.35516 4.60447 0.04039
H -0.79247 3.67624 1.04310
H -1.38132 4.61045 -0.34207
O -1.25647 -2.22960 0.17828
N -2.13578 -1.77907 -0.59492
O -1.87296 -0.59394 -0.92454
F -7.13655 -0.09733 0.13125
C -5.87912 0.04547 0.51927
C -5.16617 1.18125 0.16755
F -5.73564 2.13094 -0.56857
C -3.85880 1.31428 0.58483
F -3.19093 2.41821 0.21177
C -3.21484 0.34932 1.34549
S -1.54230 0.60389 1.86552
C -3.95132 -0.77742 1.68440
F -3.39845 -1.74966 2.40840
C -5.26798 -0.93576 1.28202
F -5.94184 -2.02467 1.62750
```

The computed Mulliken charges, all in e, follow: number 1, Zr, carries 0.262; number 2, C, carries -1.246; number 3, C, carries 0.489; number 4, C, carries -1.419; number 5, C, carries 0.109; number 6, C, carries -1.558; number 7, C, carries -0.241; number 8, N, carries 0.753; number 9, N, carries 0.159; number 10, B, carries 0.022; number 11, N, carries 0.169; number 12, C, carries -0.466; number 13, C, carries -1.379; number 14, C, carries 0.012; number 15, N, carries 0.544; number 16, C, carries 2.858; number 17, C, carries -1.666; number 18, C, carries -1.691; number 19, N, carries -0.369; number 20, C, carries -0.529; number 21, C, carries -1.407; number 22, C, carries -0.422; number 23, N, carries 1.728; number 24, C, carries 1.871; number 25, C, carries -1.982; number 26, C, carries -0.131; number 27, H, carries 0.434; number 28, H, carries 0.387; number 29, H, carries 0.084; number 30, H, carries 0.521; number 31, H, carries 0.064; number 32, H, carries 0.344; number 33, H, carries 0.523; number 34, H, carries 0.555; number 35, H, carries 0.567; number 36, H, carries -0.141; number 37, H, carries 0.541; number 38, H, carries 0.586; number 39, H, carries -1.562; number 40, H, carries 0.376; number 41, H, carries 0.418; number 42, H, carries 0.356; number 43, H, carries 0.428; number 44, H, carries 0.281; number 45, H, carries 0.457; number 46, H, carries 0.500; number 47, H, carries 0.543; number 48, H, carries -0.618; number 49, H, carries 0.404; number 50, H, carries 0.483; number 51, H, carries 0.430; number 52, H, carries 0.133; number 53, H, carries -0.908; number 54, H, carries 0.656; number 55, C, carries -1.193; number 56, Sb, carries 0.889; number 57, C, carries -1.194; number 58, C, carries -1.270; number 59, H, carries 0.491; number 60, H, carries 0.286; number 61, H, carries 0.359; number 62, H, carries 0.500; number 63, H, carries 0.216; number 64, H, carries 0.365; number 65, H, carries 0.450; number 66, H, carries 0.266; number 67, H, carries 0.543; number 68, O, carries -0.258; number 69, N, carries -0.088; number 70, O, carries -0.051; number 71, F, carries -0.287; number 72, C, carries 0.751; number 73, C, carries 0.185; number 74, F, carries -0.313; number 75, C, carries 0.064; number 76, F, carries -0.308; number 77, C, carries 0.350; number 78, S, carries -0.491; number 79, C, carries -0.012; number 80, F, carries -0.287; number 81, C, carries 0.023; number 82, F, carries -0.294